[1]
Here is a molecular structure, C23H32N9NiO3 in a non-equilibrium geometry from the Open Molecules 2025 dataset. Energies are from wB97M-V/def2-TZVPD.

The expectation value of S² is 2.005. As for the calculated total energy: -3122.34984 hartree. For the strongest force on any atom, the calculation gives 0.029 hartree/bohr. As for the gap between HOMO and LUMO (alpha / beta): 8.83 / 8.40 eV.

```
! wB97M-V def2-TZVPD RIJCOSX def2/J DEFGRID3
* xyz 1 3
Ni -0.086 0.717 -0.982
O 1.295 4.567 -0.781
C 1.144 3.410 -1.095
N -0.042 2.752 -1.272
C -1.196 3.435 -1.481
O -1.311 4.596 -1.793
C -2.402 2.539 -1.331
C -3.667 3.097 -1.462
C -4.771 2.276 -1.337
C -4.565 0.937 -1.045
C -3.269 0.470 -0.900
N -2.200 1.245 -1.058
C 2.297 2.467 -1.288
C 3.602 2.940 -1.276
C 4.634 2.032 -1.449
C 4.313 0.710 -1.715
C 2.977 0.338 -1.757
N 1.989 1.181 -1.497
H -3.742 4.156 -1.658
H -5.770 2.664 -1.457
H -5.393 0.254 -0.930
H -3.090 -0.562 -0.638
H 3.765 3.995 -1.103
H 5.665 2.342 -1.389
H 5.083 -0.024 -1.889
H 2.685 -0.664 -2.028
C 1.272 0.405 1.647
N -0.041 0.876 1.158
C -0.268 2.226 1.737
N -0.228 2.186 3.178
C 1.076 1.707 3.606
N 1.325 0.365 3.090
C 0.280 -0.521 3.584
N -1.037 -0.064 3.164
C -1.078 -0.021 1.721
C -1.254 1.285 3.674
H 2.054 1.078 1.284
H 1.453 -0.601 1.261
H -1.243 2.595 1.411
H 0.507 2.908 1.383
H 1.116 1.685 4.696
H 1.847 2.385 3.233
H 0.324 -0.555 4.674
H 0.446 -1.528 3.192
H -2.060 0.343 1.415
H -0.919 -1.030 1.331
H -1.230 1.270 4.766
H -2.236 1.639 3.350
C -1.288 -4.515 -0.570
N -1.048 -3.271 -1.271
C -2.190 -2.703 -1.946
C 0.127 -2.593 -1.187
O 0.188 -1.349 -1.192
N 1.242 -3.365 -1.078
C 1.365 -4.675 -1.686
C 2.478 -2.808 -0.582
H -2.257 -4.448 -0.070
H -0.524 -4.674 0.188
H -1.313 -5.377 -1.240
H -2.452 -3.318 -2.811
H -1.941 -1.703 -2.297
H -3.047 -2.666 -1.270
H 0.555 -4.846 -2.391
H 1.371 -5.475 -0.943
H 2.304 -4.719 -2.239
H 2.286 -1.806 -0.205
H 3.224 -2.769 -1.380
H 2.870 -3.427 0.229
*
```

Results of the Löwdin charge analysis, in e, for atoms 1 through 4:
1 Ni 0.76
2 O 0.12
3 C -0.46
4 N 0.05

[2]
Here is C20H33ClN2O4 in the gas phase from the Open Molecules 2025 dataset. Energies are from wB97M-V/def2-TZVPD.

As for the calculated total energy: -1652.56046 hartree. For the strongest force on any atom, the calculation gives 0.003 hartree/bohr. The SMILES is CN(CC1(O)CN(C(=O)C[C@@H]2C[C@@H](O)C2(C)C)C1)C(=O)C1(Cl)CCCCC1. As for the relative energy (zero: lowest compared OMol25 entry of this formula, charge and spin): 0.9 kcal per mole. As for the gap between HOMO and LUMO: 9.81 eV.

```
! wB97M-V def2-TZVPD RIJCOSX def2/J DEFGRID3
* xyz 0 1
C -3.753 -2.746 -2.119
N -2.640 -2.302 -1.280
C -1.387 -2.030 -1.959
C -1.392 -0.799 -2.865
O -1.916 -1.170 -4.118
C -1.960 0.483 -2.209
N -0.581 0.905 -1.984
C -0.153 2.127 -1.569
O -0.937 2.972 -1.178
C 1.347 2.300 -1.506
C 1.800 1.961 -0.090
C 1.493 2.957 1.047
C 2.854 2.615 1.667
O 2.653 1.635 2.673
C 3.307 2.041 0.288
C 4.057 0.724 0.296
C 4.065 3.103 -0.496
C -0.003 -0.101 -2.875
C -2.781 -2.604 0.048
O -3.820 -3.104 0.443
C -1.694 -2.244 1.090
Cl -0.256 -3.330 0.766
C -2.215 -2.607 2.482
C -1.241 -2.246 3.598
C -0.871 -0.768 3.551
C -0.311 -0.401 2.183
C -1.277 -0.772 1.061
H -3.858 -3.833 -2.080
H -4.685 -2.313 -1.760
H -3.568 -2.428 -3.139
H -0.601 -1.918 -1.224
H -1.107 -2.885 -2.585
H -1.993 -0.387 -4.673
H -2.494 1.130 -2.911
H -2.559 0.353 -1.309
H 1.850 1.653 -2.230
H 1.578 3.337 -1.747
H 1.429 0.968 0.182
H 1.444 3.984 0.685
H 0.629 2.767 1.680
H 3.455 3.446 2.052
H 3.511 1.316 2.970
H 5.065 0.841 0.704
H 3.529 -0.027 0.884
H 4.163 0.342 -0.723
H 5.058 3.250 -0.065
H 4.195 2.807 -1.539
H 3.552 4.066 -0.482
H 0.838 -0.668 -2.472
H 0.257 0.293 -3.863
H -3.150 -2.058 2.618
H -2.474 -3.664 2.500
H -1.699 -2.497 4.557
H -0.337 -2.854 3.512
H -1.763 -0.163 3.749
H -0.145 -0.525 4.330
H -0.098 0.667 2.130
H 0.643 -0.914 2.026
H -0.852 -0.486 0.102
H -2.204 -0.197 1.177
*
```

Results of the Löwdin charge analysis, in e, for atoms 1 through 4:
1 C -0.02
2 N -0.07
3 C -0.11
4 C -0.43